# 1
# C4H10N2O

One molecule with the formula C4H10N2O (wB97M-V/def2-TZVPD, the Open Molecules 2025 dataset).

XYZ file:
```
17
Properties=species:S:1:pos:R:3:forces:R:3
H -1.288 -1.066 0.604 0.3 0.4 0.1
H 0.207 2.292 -0.220 0.7 1.4 0.3
H -1.953 -1.968 -1.910 0.5 -0.8 0.4
N -1.306 -2.206 -1.143 -0.1 2.3 -1.0
C 1.254 0.117 0.439 0.5 -0.8 1.1
C 0.500 2.355 0.856 -0.4 1.0 3.1
H 0.430 0.593 -1.428 -0.9 -1.4 0.8
C 0.362 -0.319 -0.719 1.3 1.4 -1.4
H 0.515 0.899 2.293 0.4 0.3 -1.1
H -1.766 -2.858 -0.544 -0.4 -0.3 0.4
H -1.803 -0.141 -0.779 -0.6 0.5 -0.2
C -1.098 -0.870 -0.452 1.9 -1.5 0.1
O 0.632 3.322 1.665 -0.7 -2.8 -3.3
H 1.473 -0.745 1.108 0.0 0.3 -0.6
H 1.036 -1.006 -1.220 -0.6 -0.8 -0.5
H 2.293 0.570 0.186 -1.8 -0.9 -0.2
N 0.512 1.030 1.264 -0.1 1.7 2.0
```
Positions in Å, forces in eV/Å.

## Properties
Kohn-Sham gap = 0.38115 Eh
structure (SMILES) = NCCCNC=O
max |F| = 4.41 eV/Å
HOMO energy = -9.52 eV
relative energy (zero: lowest compared OMol25 entry of this formula, charge and spin) = 53.76 kcal per mole
spin multiplicity = 1
calculated total energy = -343.1158 Eh

# 2
# C4H10N2O

One molecule with the formula C4H10N2O (wB97M-V/def2-TZVPD, the Open Molecules 2025 dataset).

XYZ file:
```
17
Properties=species:S:1:pos:R:3:forces:R:3
H -1.885 -0.222 -0.824 -0.5 0.3 0.4
N -1.636 1.910 -0.624 0.7 -0.4 -0.3
C 0.009 0.184 0.069 1.7 1.7 -1.4
H 0.141 -2.076 0.314 -0.7 0.7 0.1
H -2.478 2.266 -0.193 0.0 0.2 -0.1
N 0.530 0.747 1.329 0.2 -1.6 1.0
H 0.271 0.120 2.108 -0.9 0.4 -0.3
H -0.034 -1.363 -1.326 0.5 -0.2 0.6
O 2.405 -2.495 0.076 0.5 0.3 0.4
C 1.920 -1.554 -0.487 -1.7 -0.4 -1.0
H -1.788 0.582 0.909 -0.8 -1.2 -0.7
C -1.455 0.528 -0.154 0.2 0.2 1.9
H 0.523 0.819 -0.696 -0.1 -0.4 0.2
H 2.381 -1.128 -1.390 0.6 0.5 0.2
H 1.520 0.502 1.405 0.2 0.7 -0.7
H -0.843 2.392 -0.203 -0.4 0.5 -0.1
C 0.420 -1.213 -0.314 0.3 -1.4 -0.3
```
Positions in Å, forces in eV/Å.

## Properties
Kohn-Sham gap = 0.37720 Eh
structure (SMILES) = NC[C@@H](N)CC=O
max |F| = 2.72 eV/Å
HOMO energy = -9.55 eV
relative energy (zero: lowest compared OMol25 entry of this formula, charge and spin) = 57.06 kcal per mole
spin multiplicity = 1
calculated total energy = -343.1105 Eh

# 3
# C4H10N2O

One molecule with the formula C4H10N2O (wB97M-V/def2-TZVPD, the Open Molecules 2025 dataset).

XYZ file:
```
17
Properties=species:S:1:pos:R:3:forces:R:3
H -2.611 -1.441 0.309 0.0 2.2 0.2
C 2.773 0.119 -0.412 -4.2 2.7 1.5
C 0.328 1.064 0.498 1.5 3.8 -0.7
C -2.091 -0.393 0.200 0.9 -1.8 2.3
H -0.652 -1.604 0.968 0.4 0.4 -1.1
C -0.706 -0.973 0.031 0.4 -0.6 1.3
H -0.653 -1.587 -0.811 0.3 -1.1 -1.4
N 1.608 -0.770 -0.186 1.0 0.1 -1.5
O -2.572 0.420 -0.776 -2.9 1.4 -1.2
H -0.676 1.501 0.584 0.8 -0.5 -0.2
N 0.519 -0.126 0.009 -1.5 -0.2 1.8
H 3.520 -0.534 -0.590 2.9 -1.6 -0.4
H -3.556 0.677 -0.609 2.8 -0.8 -0.3
H 2.900 0.869 0.448 0.5 -1.3 -0.8
H 2.554 0.794 -1.279 0.3 -0.5 0.3
H -1.904 0.174 1.145 -1.4 -0.6 0.0
H 1.216 1.811 0.474 -1.9 -1.5 0.2
```
Positions in Å, forces in eV/Å.

## Properties
Kohn-Sham gap = 0.29851 Eh
max |F| = 5.20 eV/Å
HOMO energy = -7.52 eV
relative energy (zero: lowest compared OMol25 entry of this formula, charge and spin) = 120.55 kcal per mole
spin multiplicity = 1
calculated total energy = -343.0094 Eh

# 4
# C4H10N2O

An isolated ion of composition C4H10N2O and charge +1 (wB97M-V/def2-TZVPD, the Open Molecules 2025 dataset).

XYZ file:
```
17
Properties=species:S:1:pos:R:3:forces:R:3
H -0.035 2.152 -0.938 -0.9 0.2 1.5
H 1.680 0.679 1.739 -1.0 -0.2 -1.7
H -0.044 -3.160 -0.718 0.6 0.4 -0.4
H -1.228 -0.358 -0.008 1.6 -0.7 0.1
O -0.114 2.369 2.191 0.4 -2.4 -0.6
H -0.168 -1.432 1.081 -0.5 0.5 -1.4
H 1.993 -0.803 -0.347 -2.3 1.7 0.6
C 0.023 1.832 1.103 1.6 2.0 2.4
N 1.048 0.758 0.868 0.3 0.9 2.1
N -0.452 2.328 0.007 -3.2 2.4 -4.1
C -0.572 -2.235 -0.945 -2.4 0.6 0.7
H -1.275 3.095 0.056 2.9 -2.4 0.0
H -1.689 -2.540 -0.734 2.0 0.7 -0.2
C -0.300 -1.033 0.018 -1.4 -1.1 1.7
H 0.744 0.369 -1.182 0.6 -0.2 1.0
C 1.007 -0.130 -0.203 1.4 -1.8 -1.9
H -0.618 -1.893 -1.986 0.5 -0.5 0.2
```
Positions in Å, forces in eV/Å.

## Properties
Kohn-Sham gap (spin up / spin down) = 0.44662 / 0.24788 Eh
net charge = +1
max |F| = 5.75 eV/Å
HOMO energy (spin up / spin down) = -15.41 / -15.12 eV
relative energy (zero: lowest compared OMol25 entry of this formula, charge and spin) = 37.32 kcal per mole
spin multiplicity = 2
calculated total energy = -342.8091 Eh

# 5
# C4H10N2O2

A 2-piece molecular cluster, C4H10N2O2 overall (wB97M-V/def2-TZVPD, the Open Molecules 2025 dataset).

XYZ file:
```
18
Properties=species:S:1:pos:R:3:forces:R:3
C 2.483 1.017 -3.532 3.1 -0.7 -0.4
H -1.445 -1.683 1.340 -0.4 0.1 0.5
H 1.036 1.143 -4.784 -0.2 0.5 0.5
C -2.306 -1.782 2.023 0.1 -1.3 0.3
C 3.027 1.493 -2.215 0.1 -0.2 0.8
H 0.743 2.168 -3.368 0.7 -0.7 -0.3
H -3.232 -1.609 1.449 0.4 0.1 0.4
H 3.345 0.615 -1.628 0.0 0.4 -0.2
H -2.324 -2.811 2.419 0.0 0.1 -0.5
N -2.494 -1.240 4.418 -1.2 -2.8 3.5
C -2.175 -0.863 3.216 -0.8 -0.2 -2.3
O -1.902 0.279 3.079 1.6 3.8 -1.3
N 1.332 1.500 -3.871 -3.9 1.2 -1.4
H -2.374 -0.563 5.176 -0.2 -0.5 -0.6
H 2.238 2.023 -1.655 0.4 -0.2 -0.1
O 3.072 0.298 -4.347 0.1 0.1 1.1
H 3.890 2.169 -2.332 -0.4 -0.4 -0.2
H -2.914 -2.153 4.610 0.5 0.7 0.1
```
Positions in Å, forces in eV/Å.

## Properties
Kohn-Sham gap = 0.37905 Eh
structure (SMILES) = CC(N)=O.CC(N)=O
max |F| = 4.66 eV/Å
HOMO energy = -9.60 eV
relative energy (zero: lowest compared OMol25 entry of this formula, charge and spin) = 24.41 kcal per mole
spin multiplicity = 1
calculated total energy = -418.4221 Eh

# 6
# C4H10N2O2

A 2-piece molecular cluster, C4H10N2O2 overall (wB97M-V/def2-TZVPD, the Open Molecules 2025 dataset).

XYZ file:
```
18
Properties=species:S:1:pos:R:3:forces:R:3
C 1.385 1.472 -0.906 0.1 0.1 -0.1
H 1.768 -0.334 1.512 0.0 0.1 0.1
H 1.054 1.425 -1.939 0.0 0.0 0.0
H 1.318 1.376 1.599 0.0 0.0 0.0
C 0.982 0.392 1.273 0.0 -0.2 0.1
C -0.058 -0.463 -0.797 -0.6 0.3 -0.7
O -1.635 -2.225 -0.417 1.4 0.6 0.3
H -2.644 -1.141 1.051 0.7 1.8 0.2
H -0.916 -1.094 -2.375 0.1 -0.1 0.2
C -0.678 -1.580 0.001 -0.6 -1.6 -0.8
N -0.272 -0.374 -2.057 0.0 -0.1 0.0
H -2.430 0.365 0.596 -0.2 -0.2 -0.1
N 0.710 0.445 -0.146 0.1 0.1 0.1
H 2.467 1.330 -0.866 0.0 0.0 0.0
H 0.080 0.148 1.833 0.1 0.0 0.0
H -0.109 -1.919 0.881 -0.2 0.1 0.1
O -2.164 -0.281 1.259 -0.9 -1.1 0.4
H 1.142 2.458 -0.501 0.0 0.0 0.0
```
Positions in Å, forces in eV/Å.

## Properties
Kohn-Sham gap = 0.33106 Eh
structure (SMILES) = [H]/N=C(\C=O)N(C)C.O
max |F| = 1.97 eV/Å
HOMO energy = -8.67 eV
relative energy (zero: lowest compared OMol25 entry of this formula, charge and spin) = 61.42 kcal per mole
spin multiplicity = 1
calculated total energy = -418.3631 Eh

# 7
# C4H10N2O2

One molecule with the formula C4H10N2O2 (wB97M-V/def2-TZVPD, the Open Molecules 2025 dataset).

XYZ file:
```
18
Properties=species:S:1:pos:R:3:forces:R:3
H 1.117 1.067 -1.864 -0.1 -0.4 -0.6
N 0.603 -1.331 1.903 -0.6 -0.3 -0.1
C 0.578 -1.129 0.472 1.3 0.5 0.3
H -1.756 0.905 -0.332 0.6 0.3 -0.1
O -0.926 2.055 1.203 0.3 0.6 0.2
H -1.469 0.159 1.154 0.5 -0.1 -0.1
C -0.986 0.860 0.459 -1.1 -0.3 -0.4
H -0.148 -1.791 0.009 -0.2 0.2 0.0
N 0.607 0.268 -1.510 -0.9 0.5 1.2
H 1.150 0.995 0.392 0.0 -0.2 -0.1
H -0.145 -0.885 2.409 0.1 0.0 0.1
H -0.100 -0.184 -3.362 -0.2 -0.4 -0.2
O -1.309 -0.932 -1.878 0.1 -0.5 -0.3
H 1.493 -1.256 2.355 0.1 0.3 0.0
H -0.319 2.683 0.797 -0.2 -0.1 -0.1
C 0.372 0.354 -0.035 0.0 -2.0 -0.1
H 1.568 -1.466 0.130 -0.3 0.2 -0.2
C -0.329 -0.373 -2.303 0.5 1.7 0.4
```
Positions in Å, forces in eV/Å.

## Properties
Kohn-Sham gap = 0.34714 Eh
structure (SMILES) = NC[C@H](CO)NC=O
max |F| = 2.03 eV/Å
HOMO energy = -8.89 eV
relative energy (zero: lowest compared OMol25 entry of this formula, charge and spin) = 49.34 kcal per mole
spin multiplicity = 1
calculated total energy = -418.3823 Eh

# 8
# C4H10N2O2

A 2-piece molecular cluster, C4H10N2O2 overall (wB97M-V/def2-TZVPD, the Open Molecules 2025 dataset).

XYZ file:
```
18
Properties=species:S:1:pos:R:3:forces:R:3
H 0.392 1.038 0.245 2.8 -0.3 -0.9
N 2.454 0.441 0.313 -0.1 0.3 0.2
H 0.337 1.313 -1.953 0.4 0.0 0.0
H 0.727 -1.113 1.911 -0.1 0.1 -0.1
H -0.888 -1.752 2.307 0.0 0.1 -0.2
H 3.249 0.356 -0.323 -0.1 -0.2 0.0
H -0.909 -2.471 -0.315 0.5 0.2 0.1
H -1.293 -1.086 -1.469 -0.3 0.1 0.2
H 2.033 1.048 -2.242 -0.2 -0.1 0.0
O -1.452 0.956 0.528 1.5 -3.1 -0.8
H -0.509 -0.052 2.586 0.0 0.0 -0.1
O -1.815 1.299 -0.835 0.0 -0.3 1.1
H -2.772 1.158 -0.766 0.1 0.0 -0.3
C -0.803 -0.563 0.533 -3.0 1.1 -0.1
C -1.033 -1.404 -0.469 0.2 0.8 0.1
N 1.225 0.929 -1.648 -0.2 0.3 -0.7
C -0.345 -0.891 1.906 0.2 0.4 0.4
C 1.400 0.793 -0.309 -1.4 0.6 1.2
```
Positions in Å, forces in eV/Å.

## Properties
Kohn-Sham gap = 0.35935 Eh
structure (SMILES) = [H]/N=C\N.C=C(C)OO
max |F| = 3.55 eV/Å
HOMO energy = -9.02 eV
relative energy (zero: lowest compared OMol25 entry of this formula, charge and spin) = 147.14 kcal per mole
spin multiplicity = 1
calculated total energy = -418.2265 Eh